Formula: C25H31N3O6PPdS
Source: the Open Molecules 2025 dataset
Level of theory: wB97M-V/def2-TZVPD

Its molar mass is 639.0 g mol⁻¹. For the lowest unoccupied orbital energy, the calculation gives -2.749 eV. The energy above the lowest of the compared OMol25 structures with the same formula, charge and spin is 46.1 kJ/mol. As for the strongest force on any atom: 0.01288 hartree/bohr. Its total charge is +1.

XYZ file:
```
68
Properties=species:S:1:pos:R:3:forces:R:3
Pd 0.482388 0.290685 0.501678 0.2 -0.2 -0.2
O -1.673228 3.390306 -1.254335 0.0 0.1 0.0
C -1.203941 2.703108 -0.379279 0.0 -0.1 0.0
N -0.091876 1.885428 -0.528583 0.1 0.3 0.0
C 0.940198 2.341943 -1.347893 -0.1 0.0 0.0
O 0.852121 2.980458 -2.360349 0.0 0.1 -0.2
C 2.296005 2.067109 -0.731797 0.0 -0.1 0.1
C 3.440533 2.711719 -1.158240 0.0 0.0 0.0
C 4.607552 2.516328 -0.438160 0.0 0.0 0.0
C 4.598194 1.672035 0.664496 0.0 0.0 0.0
C 3.422214 1.030623 1.005911 0.0 0.1 -0.1
N 2.300072 1.242832 0.317699 0.3 0.0 0.1
C -1.780661 2.774694 1.019434 0.1 -0.1 0.0
C -2.855179 3.623078 1.244014 0.0 0.0 0.0
C -3.339935 3.739013 2.535697 0.0 0.0 0.0
C -2.732410 3.012369 3.547594 0.0 0.0 0.0
C -1.665711 2.189855 3.222010 0.0 0.1 -0.1
N -1.195362 2.066900 1.981997 0.0 0.0 0.3
H 3.378492 3.361725 -2.020684 0.0 0.0 0.0
H 5.518393 3.024872 -0.726646 0.0 0.0 0.0
H 5.490519 1.510474 1.253648 0.0 0.0 0.0
H 3.354946 0.338424 1.834125 0.0 0.0 0.0
H -3.272236 4.176428 0.414522 0.0 0.0 0.0
H -4.172415 4.395295 2.752968 0.0 0.0 0.0
H -3.075875 3.082229 4.571018 0.0 0.0 0.0
H -1.162372 1.616934 3.991661 0.0 0.0 0.0
C -4.264243 -0.258081 -1.951213 0.0 0.0 0.0
C -3.159903 0.522259 -1.284377 -0.1 0.0 0.0
O -2.840041 -0.064102 0.016129 0.1 0.1 0.0
P -1.459783 -0.770922 0.320786 -0.3 -0.6 0.1
O -1.275200 -1.860220 -0.824860 0.0 0.0 0.0
C -2.098381 -3.061349 -0.881871 0.0 0.1 0.0
C -1.967006 -3.645539 -2.263894 0.0 0.0 0.0
O -1.832565 -1.649080 1.586104 0.1 0.1 -0.1
C -1.436880 -1.323082 2.942498 -0.1 0.0 0.0
C -2.666066 -1.013270 3.760893 0.0 0.0 0.0
H -4.560619 0.264419 -2.862624 0.0 0.0 0.0
H -5.134482 -0.332263 -1.298298 0.0 0.0 0.0
H -3.940681 -1.261668 -2.229759 0.0 0.0 0.0
H -3.474520 1.541970 -1.075745 0.0 0.0 0.0
H -2.264380 0.556409 -1.905766 0.0 0.0 0.0
H -3.128496 -2.796136 -0.646223 0.0 0.0 0.0
H -1.735435 -3.743941 -0.115189 0.0 0.0 0.0
H -2.330183 -2.949010 -3.020524 0.0 0.0 0.0
H -2.552386 -4.563265 -2.331238 0.0 0.0 0.0
H -0.925703 -3.886990 -2.483406 0.0 0.0 0.0
H -0.745195 -0.484307 2.922745 0.1 0.1 0.0
H -0.903447 -2.192010 3.321092 0.0 -0.1 0.0
H -3.198708 -0.158613 3.340807 0.0 0.0 0.0
H -2.379784 -0.777973 4.787428 0.0 0.0 0.0
H -3.340360 -1.869592 3.780058 0.0 0.0 0.0
C 3.043037 -3.473952 0.873633 0.0 -0.1 0.0
S 1.736852 -2.533811 0.112655 0.0 0.0 -0.1
O 1.459874 -1.466521 1.190415 -0.1 0.2 0.1
C 2.578719 -1.714890 -1.222566 0.0 0.0 0.0
C 1.761729 -1.358384 -2.291620 0.0 0.0 0.0
C 2.289060 -0.614556 -3.335767 0.0 0.0 0.0
C 3.626343 -0.245648 -3.311352 0.0 0.0 -0.1
C 4.439982 -0.617307 -2.248122 0.0 0.0 0.0
C 3.919743 -1.351978 -1.194781 0.0 0.0 0.0
H 3.809938 -2.805559 1.256573 0.0 0.0 0.0
H 3.447915 -4.177797 0.147071 0.0 0.0 0.0
H 2.580816 -4.014489 1.697919 0.0 0.0 0.0
H 0.719511 -1.650041 -2.294605 0.0 0.0 0.0
H 1.656090 -0.319356 -4.161747 0.0 0.0 0.0
H 4.039917 0.331450 -4.129307 0.0 0.0 0.0
H 5.484536 -0.332650 -2.238323 0.0 0.0 0.0
H 4.559957 -1.623022 -0.366135 0.0 0.0 0.0
```
Positions in Å, forces in eV/Å.